Entry from OMol25: a 8-piece molecular cluster, C16H26BN8O5S overall in a non-equilibrium geometry (the ωB97M-V functional and the def2-TZVPD basis).

Geometry as XYZ:
```
57
Properties=species:S:1:pos:R:3:forces:R:3:mulliken_charge:R:1
S -0.143 0.237 0.797 0.22 0.10 0.24 -0.2941
O -4.487 -2.056 3.836 0.81 1.36 -1.71 -0.5316
O -2.669 -1.907 2.031 -2.96 -1.03 0.67 -0.2111
O 0.985 -2.251 1.435 -2.55 1.74 1.66 -0.6813
O -5.045 -2.063 1.423 1.34 0.57 1.87 -0.4604
O -0.254 -3.178 3.099 -0.15 5.43 -2.14 -0.7555
N 10.083 4.745 1.799 -0.09 0.29 -0.38 -0.4116
N -3.082 -2.645 -4.919 -0.05 0.23 0.35 -0.4466
N 0.772 2.541 -2.069 0.21 0.40 -0.04 -0.3108
N -5.524 -7.099 -3.171 -0.59 -0.15 0.20 -0.3689
N -2.144 -0.673 2.380 1.25 2.24 1.46 -0.1942
N 5.531 1.426 0.696 0.74 0.11 0.07 -0.4173
N 0.835 3.268 2.411 0.42 0.15 -0.09 -0.4526
N -6.758 -1.595 -1.280 0.15 -0.39 -0.16 -0.5529
C 7.657 2.373 1.893 0.18 0.08 0.11 -0.5535
C 1.365 3.526 -2.043 -0.03 -0.06 0.02 0.3194
C -6.583 -7.370 -2.805 0.21 0.01 -0.09 0.3728
C 1.881 3.137 1.950 -0.09 0.05 -0.01 0.3159
C -3.050 -1.209 -2.732 0.02 0.20 0.27 -0.5910
C -5.636 -3.924 -1.681 0.18 -0.23 0.01 -0.4881
C 6.466 1.843 1.223 0.00 -0.12 -0.04 0.3896
C -7.929 -7.715 -2.340 -0.30 -0.07 0.10 -0.8046
C 0.040 -2.104 2.300 2.32 -5.60 0.42 0.4737
C 2.121 4.781 -2.009 0.17 0.27 0.03 -0.8223
C 9.605 6.294 -0.254 -0.06 0.20 -0.26 -0.8347
C -6.264 -2.620 -1.457 -0.01 0.09 0.07 0.4628
C 9.873 5.427 0.896 0.04 -0.01 0.05 0.4259
C -0.653 -0.661 2.380 -0.02 -0.01 0.15 -0.0125
C 3.213 2.970 1.362 -0.03 0.05 -0.03 -0.8098
C -3.068 -2.013 -3.956 0.01 0.00 -0.03 0.3783
B -4.033 -1.990 2.476 -0.13 -0.55 -0.92 0.5772
H -2.534 -0.327 3.280 0.71 -0.74 -0.47 0.1752
H 1.742 5.498 -2.741 -0.10 -0.21 0.03 0.3251
H -6.379 -4.703 -1.864 -0.04 0.25 -0.01 -0.0127
H -4.967 -3.905 -2.546 -0.14 0.14 0.03 0.2627
H -5.042 -4.238 -0.819 -0.11 0.28 0.04 0.3021
H 3.822 2.273 1.938 -0.38 0.04 -0.01 0.3035
H 10.354 7.084 -0.344 0.01 -0.17 0.18 0.3181
H 3.756 3.918 1.322 -0.19 0.03 0.12 0.3387
H -3.126 -1.834 -1.838 0.06 -0.06 -0.16 0.1194
H -4.046 -1.399 4.413 0.02 -0.98 -0.32 0.2641
H -0.734 1.493 0.900 0.15 -1.15 0.52 0.0823
H 3.178 4.619 -2.230 -0.15 -0.19 0.00 0.2615
H 8.630 6.779 -0.173 0.08 -0.15 0.17 0.2654
H 8.128 3.165 1.309 -0.17 -0.14 -0.02 -0.0207
H 3.157 2.584 0.343 -0.19 -0.11 0.20 0.3010
H -3.882 -0.501 -2.703 -0.01 -0.18 -0.18 0.2617
H -0.213 -0.122 3.298 -0.97 -0.73 -1.39 0.2503
H -8.683 -7.502 -3.100 0.23 0.05 -0.04 0.2595
H -2.128 -0.629 -2.644 0.00 -0.19 -0.12 0.2842
H -8.008 -8.777 -2.093 0.21 0.10 -0.07 0.2997
H -5.367 -1.140 1.336 -0.03 -0.84 -0.20 0.2643
H 7.413 2.795 2.872 -0.15 -0.08 -0.14 0.2903
H 9.612 5.732 -1.191 0.04 -0.11 0.21 0.2702
H 8.408 1.597 2.053 -0.20 -0.03 -0.11 0.2934
H -8.201 -7.152 -1.444 0.21 0.03 -0.10 0.2834
H 2.063 5.258 -1.027 -0.13 -0.21 -0.03 0.2471
```
Forces are in eV/Å.

Summary:
Lowest unoccupied orbital energy, eV: 1.305
HOMO level, eV: -3.8
Energy, eV: -50682.3815
Total charge: -1
Frontier orbital gap, eV: 5.136
M, g mol⁻¹: 453.314

Entry from OMol25: C29H26AsNO6PPdS2 as an isolated structure (the ωB97M-V functional and the def2-TZVPD basis).

Geometry as XYZ:
```
67
Properties=species:S:1:pos:R:3:forces:R:3:mulliken_spin:R:1
Pd 0.924 -1.139 -0.847 -0.69 0.10 -0.21 0.0008
As 0.079 -1.740 1.907 0.57 0.01 0.43 0.0524
S -2.262 -2.562 -0.477 -0.08 0.26 0.32 -0.0038
S 0.900 -1.892 -2.968 0.09 0.09 0.10 -0.0003
P -1.112 2.166 -1.201 0.06 0.18 -0.03 -0.0021
O -1.087 -1.667 -0.630 0.27 0.10 -0.21 0.0104
O 0.457 -0.307 1.087 0.14 -0.34 -0.10 0.0181
O -1.915 -3.942 -0.272 0.02 -0.08 -0.03 0.0097
O 1.092 -2.958 1.474 -0.19 -0.01 0.04 0.0149
O 0.491 -1.405 3.622 -0.14 0.17 -0.10 -0.0027
O -3.289 -2.282 -1.450 -0.02 0.07 0.07 0.0237
N 2.841 -0.535 -1.233 0.04 -0.12 0.12 -0.0003
C -1.973 -2.975 3.289 0.04 0.14 -0.06 -0.1380
C -4.083 -2.844 1.456 0.05 -0.07 0.04 0.3023
C 0.335 3.454 2.470 -0.03 0.00 0.00 0.0069
C 1.314 2.748 -0.019 -0.02 -0.02 -0.02 -0.0019
C -0.059 2.693 0.212 0.04 -0.09 -0.05 0.0024
C -3.369 -0.450 1.178 -0.13 0.04 -0.05 0.0711
C -3.169 -3.672 3.519 -0.01 -0.03 0.04 0.4135
C -2.335 0.515 0.687 -0.08 0.08 -0.05 0.2280
C -0.538 3.061 1.466 -0.01 0.06 0.00 0.0045
C 5.362 0.415 -1.951 -0.01 0.01 -0.03 -0.0001
C 3.310 -0.198 1.139 0.02 -0.08 0.00 -0.0002
C -2.515 1.300 -0.415 0.09 -0.18 0.19 -0.1111
C 1.702 3.495 2.230 0.01 -0.02 -0.02 -0.0005
C -4.850 0.584 -0.547 0.04 0.12 -0.04 -0.1005
C 2.381 -1.171 -3.507 0.00 0.03 0.00 -0.0001
C 4.870 -0.111 -4.321 0.00 0.00 0.00 0.0001
C -3.758 1.301 -1.089 -0.11 -0.02 -0.04 0.4220
C -4.702 -0.217 0.530 0.05 -0.11 0.08 0.3319
C 4.502 -0.076 -2.958 0.02 0.02 0.00 -0.0002
C -2.897 -1.973 1.181 0.18 -0.08 -0.19 0.0817
C -1.874 3.823 -1.554 -0.02 -0.07 0.03 -0.0074
C 2.191 3.150 0.979 -0.02 0.05 0.03 0.0003
C -1.789 -2.176 2.194 0.02 -0.22 -0.24 0.3360
C 2.777 -1.189 -4.830 0.00 -0.02 0.02 0.0001
C -4.194 -3.629 2.551 -0.08 0.09 0.03 -0.0902
C 4.009 -0.654 -5.235 0.01 0.00 0.00 -0.0001
C 3.686 -0.128 -0.302 0.00 0.06 0.00 0.0002
C 4.970 0.363 -0.653 -0.04 0.04 0.02 0.0001
C 3.248 -0.572 -2.555 -0.05 -0.01 0.01 0.0007
H 3.256 3.175 0.784 0.01 0.00 -0.01 0.0001
H -3.491 -0.296 2.263 -0.03 0.10 0.02 0.0462
H 2.383 3.783 3.021 0.00 0.02 0.00 0.0000
H -0.053 3.722 3.445 0.00 -0.01 0.00 0.0001
H 4.150 0.116 1.758 0.01 -0.01 0.01 -0.0001
H -1.603 3.024 1.664 0.00 -0.02 0.00 -0.0166
H -5.566 -0.705 0.961 -0.01 -0.06 -0.03 0.0031
H -2.576 3.753 -2.385 0.00 -0.01 0.01 -0.0007
H 1.420 -1.658 3.683 0.01 -0.06 0.06 0.0002
H -1.153 -3.094 3.984 0.00 0.00 0.03 -0.0001
H 3.021 -1.224 1.385 0.01 0.02 0.01 -0.0001
H -5.829 0.697 -0.998 0.00 -0.01 -0.02 -0.0017
H -5.078 -4.243 2.680 -0.01 0.01 0.00 -0.0042
H -3.275 -4.283 4.405 0.01 -0.02 -0.01 0.0260
H 2.436 0.417 1.348 0.06 -0.02 0.01 0.0001
H -3.893 1.873 -1.996 -0.01 0.00 -0.01 0.0306
H 1.697 2.455 -0.991 0.00 -0.04 0.00 -0.0003
H 2.117 -1.640 -5.561 0.01 0.00 -0.01 0.0001
H -2.386 4.234 -0.682 -0.01 0.01 -0.01 0.0039
H -1.072 4.500 -1.850 0.00 0.01 0.00 0.0027
H 6.334 0.806 -2.227 0.00 0.00 0.00 0.0000
H -1.388 0.536 1.211 -0.07 -0.03 -0.14 0.0409
H 4.281 -0.687 -6.283 -0.01 0.00 0.00 0.0000
H 5.620 0.700 0.143 0.00 0.00 0.00 0.0000
H 5.833 0.286 -4.616 0.00 0.00 0.00 0.0000
H -4.853 -2.846 0.697 0.00 -0.01 -0.04 -0.0024
```
Forces are in eV/Å.

Summary:
Lowest unoccupied orbital energy (alpha / beta), eV: 2.051 / 1.676
HOMO level (alpha / beta), eV: -4.0 / -4.9
Energy, eV: -139548.4046
Total charge: -1
Frontier orbital gap (alpha / beta), eV: 6.064 / 6.567
M, g mol⁻¹: 760.978
⟨S²⟩: 2.08
Multiplicity: 3

Entry from OMol25: a 2-piece molecular cluster, C5H10O2 overall (the ωB97M-V functional and the def2-TZVPD basis).

Geometry as XYZ:
```
17
Properties=species:S:1:pos:R:3:forces:R:3:mulliken_charge:R:1
O -1.841 -0.444 -1.177 0.01 0.14 -0.31 -0.5375
O 1.420 0.734 -0.724 -0.44 -0.05 -0.52 -0.4422
C 1.895 -0.604 -0.524 0.03 -0.22 -0.13 -0.4206
C -0.150 -0.410 0.636 0.03 -0.27 0.18 -0.0698
C 0.232 0.896 0.024 -0.50 -0.02 -0.16 -0.1543
C -1.259 0.226 -0.100 0.38 0.23 0.03 -0.1510
C 0.604 -1.356 -0.301 0.09 -0.27 0.01 -0.6001
H 0.663 -2.370 0.086 0.22 -0.03 0.05 0.4211
H -1.423 2.100 1.473 -0.13 0.31 0.39 -0.0602
H -0.178 -0.622 1.701 -0.09 -0.07 -0.08 0.3391
H 2.568 -0.701 0.347 -0.15 0.41 -0.17 0.2607
H 0.076 -1.369 -1.259 0.11 -0.29 0.22 0.1881
H -0.845 2.092 1.933 -0.21 0.20 0.32 0.0644
H 0.223 1.909 0.388 0.02 -0.31 0.54 0.2516
H 2.448 -0.885 -1.423 -0.09 -0.07 0.08 0.3258
H -2.393 0.190 -1.648 0.16 -0.13 0.00 0.2959
H -2.041 0.613 0.567 0.55 0.45 -0.44 0.2888
```
Forces are in eV/Å.

Summary:
Lowest unoccupied orbital energy, eV: 0.853
SMILES: O[C@H]1[C@H]2CCO[C@@H]12.[H][H]
HOMO level, eV: -8.5
Energy, eV: -9438.4914
Frontier orbital gap, eV: 9.342
M, g mol⁻¹: 102.133

Entry from OMol25: a 2-piece molecular cluster, C3H8NS2 overall in a non-equilibrium geometry (the ωB97M-V functional and the def2-TZVPD basis).

Geometry as XYZ:
```
14
Properties=species:S:1:pos:R:3:forces:R:3:mulliken_charge:R:1
S -1.868 -1.419 0.878 -1.56 0.17 -1.94 -0.0091
S -1.656 1.009 -1.058 0.90 -0.80 -0.48 0.0166
N 0.978 -0.437 -0.137 -2.37 -3.00 0.43 -0.1921
C 1.357 0.511 -1.076 -2.81 2.31 -0.53 -0.8190
C -1.281 -0.408 -0.300 3.05 1.13 1.38 0.3108
C 1.066 -0.343 1.262 -0.50 -0.02 2.43 -0.7724
H 0.527 -1.162 1.924 1.23 1.09 -1.94 0.2455
H 0.888 1.571 -0.857 1.44 -1.57 -0.55 0.2695
H 2.140 -0.376 1.565 -0.47 -0.10 -0.44 0.3476
H 2.386 0.531 -1.358 1.19 0.05 0.67 0.3737
H 0.928 0.068 -1.977 -0.08 0.69 -0.45 0.3946
H -2.959 1.138 -0.890 -0.96 -0.17 0.23 0.1830
H 0.666 0.590 1.651 0.14 0.50 0.15 0.4154
H -3.173 -1.274 0.372 0.81 -0.29 1.04 0.2360
```
Forces are in eV/Å.

Summary:
Lowest unoccupied orbital energy (alpha / beta), eV: -5.852 / -5.835
HOMO level (alpha / beta), eV: -13.7 / -13.7
Energy, eV: -26388.9216
Total charge: +1
Frontier orbital gap (alpha / beta), eV: 7.895 / 7.850
M, g mol⁻¹: 122.238

Entry from OMol25: a single C5H4N2 molecule in a non-equilibrium geometry (the ωB97M-V functional and the def2-TZVPD basis).

Geometry as XYZ:
```
11
Properties=species:S:1:pos:R:3:forces:R:3:mulliken_charge:R:1
N 1.832 -0.507 0.725 0.02 0.01 -0.21 -0.7860
N 0.686 0.011 1.160 0.00 0.13 0.13 0.2907
C -1.508 0.660 0.332 -0.42 -0.02 -0.02 -0.2992
C 1.723 -0.498 -0.601 0.20 -0.03 -0.02 -0.4146
C -2.714 0.651 0.312 0.77 -0.50 -0.28 -0.2952
C -0.147 0.361 0.152 0.23 -0.08 -0.02 0.4534
C 0.496 0.034 -1.025 0.08 0.07 0.05 -0.2987
H 0.085 0.130 -2.021 0.17 0.02 0.18 0.3744
H 0.489 0.073 2.147 0.12 -0.01 -0.14 0.2434
H 2.529 -0.881 -1.209 -0.04 0.04 0.09 0.4448
H -3.470 -0.033 0.028 -1.14 0.36 0.23 0.2872
```
Forces are in eV/Å.

Summary:
Lowest unoccupied orbital energy, eV: 0.549
SMILES: C#Cc1ccn[nH]1
HOMO level, eV: -9.1
Energy, eV: -8227.0139
Frontier orbital gap, eV: 9.668
M, g mol⁻¹: 92.101